Formula: C42H44ClF16N5O13S2
Source: OMol25
Level of theory: wB97M-V/def2-TZVPD

Gap between HOMO and LUMO in eV: 7.07
Structure (SMILES): CCSC[C@H]1[C@@H](CCC(F)(F)C(F)(F)C(F)(F)C(F)(F)C(F)(F)C(F)(F)F)[N@H+](C[C@@H](O)C(F)(F)F)[C@@](N)(C(=O)[O-])[C@@]1(CCCS(=O)(=O)O)CC(=O)Cl.O=[N+]([O-])c1ccccc1.O=[N+]([O-])c1ccccc1.O=[N+]([O-])c1ccccc1

Structure (ORCA input):
```
! RIJCOSX wB97M-V def2-TZVPD def2/J DEFGRID3
* xyz 0 1
C -4.12156 -2.66351 4.35274
C -2.75281 -2.03874 3.75106
S -2.82806 -0.15315 3.68744
C -2.58478 0.32914 1.87320
C -1.12466 0.99559 1.74921
C -0.02547 0.35613 0.76669
C -0.27170 0.31643 -0.81812
C -1.35517 -0.78636 -1.29819
C -2.62017 -0.15020 -2.03498
F -2.95867 1.10524 -1.38936
F -3.77392 -0.98880 -1.80540
C -2.40420 0.20857 -3.58702
F -3.71386 0.56595 -4.08154
F -1.62849 1.41049 -3.74928
C -1.90573 -1.00412 -4.51152
F -2.43760 -2.24468 -4.01928
F -2.54523 -0.81780 -5.78969
C -0.33004 -1.04990 -4.81567
F -0.13468 -0.21604 -5.97588
F 0.49703 -0.49745 -3.80669
C 0.19847 -2.51847 -5.28651
F 1.31935 -2.24275 -6.14960
F -0.74799 -3.18762 -6.12656
C 0.76922 -3.42521 -4.10040
F -0.15916 -3.74690 -3.08669
F 1.13838 -4.68013 -4.70053
F 1.95885 -2.93641 -3.50224
N 1.08909 1.39325 0.89594
C 2.46210 0.89777 1.29979
C 2.47550 0.00330 2.62243
O 2.82504 -1.35581 2.27058
C 3.46178 0.47658 3.79226
F 4.22106 1.63602 3.53729
F 2.68098 0.69621 4.97713
F 4.38597 -0.57203 4.07674
C 0.60843 2.70590 1.50471
N 1.38210 2.99972 2.73485
C 1.17978 3.79092 0.46467
O 0.67977 4.07244 -0.67533
O 2.36502 4.44950 0.81717
C -1.00171 2.63788 1.77987
C -1.35206 3.16798 3.25794
C -2.92022 3.30467 3.58599
C -3.09464 2.98194 5.16918
S -4.09354 4.27843 6.06878
O -5.27549 4.77746 5.29249
O -3.20853 5.36690 6.63082
O -4.73566 3.47224 7.43129
C -1.99727 3.33162 0.73453
C -2.03980 4.93111 0.81776
O -1.17552 5.66626 1.32769
Cl -3.56606 5.71219 0.10066
H -4.16321 -3.79550 4.21516
H -4.98698 -2.11311 3.81710
H -4.23488 -2.44620 5.47794
H -1.90948 -2.31605 4.49644
H -2.45362 -2.50045 2.74692
H -2.72067 -0.64675 1.29442
H -3.45302 1.01194 1.58926
H -0.67130 0.74432 2.78983
H 0.32301 -0.71018 1.05752
H 0.73458 -0.01688 -1.29331
H -0.47628 1.35760 -1.28749
H -1.62845 -1.39898 -0.35390
H -0.90895 -1.57124 -2.02253
H 1.27472 1.68074 -0.09052
H 3.17351 1.78992 1.28180
H 2.79787 0.20896 0.42854
H 1.41255 -0.02521 3.06752
H 3.61720 -1.33393 1.67793
H 1.26788 3.96557 3.06142
H 1.24409 2.30196 3.47855
H -0.82906 2.49409 4.02006
H -0.89227 4.21958 3.40326
H -3.23474 4.40904 3.42598
H -3.61430 2.68550 2.92684
H -3.62551 1.98224 5.36904
H -2.07607 2.94436 5.71311
H -4.70916 2.51468 7.16311
H -3.07952 2.96931 0.77411
H -1.61387 3.07899 -0.32546
O -3.64246 -9.26771 -5.85410
N -3.13079 -8.17656 -5.64596
O -3.21624 -7.56156 -4.59158
C -2.36731 -7.56178 -6.73479
C -2.27633 -8.21216 -7.96446
C -1.57009 -7.61292 -9.00259
C -0.95857 -6.37774 -8.80787
C -1.04461 -5.73833 -7.57428
C -1.75086 -6.32867 -6.53159
H -2.74825 -9.17466 -8.12912
H -1.49863 -8.10757 -9.96576
H -0.41281 -5.91029 -9.62219
H -0.56437 -4.77967 -7.42800
H -1.81278 -5.81844 -5.57627
O 6.43336 11.21019 0.64207
N 5.99003 10.35627 1.39921
O 6.41140 10.14794 2.52909
C 4.88404 9.52495 0.91840
C 4.39991 9.70571 -0.37641
C 3.36533 8.89743 -0.83687
C 2.81951 7.92215 -0.00669
C 3.30020 7.75365 1.28835
C 4.33630 8.55490 1.75697
H 4.81625 10.46164 -1.03330
H 2.98556 9.02535 -1.84537
H 2.01580 7.28883 -0.37096
H 2.86852 6.99347 1.93090
H 4.70375 8.41080 2.76723
O 2.02417 -4.29549 3.64742
N 1.72034 -4.63210 2.50947
O 0.77311 -4.17452 1.88008
C 2.54238 -5.65510 1.85901
C 3.60655 -6.22705 2.55469
C 4.36971 -7.21530 1.94161
C 4.07173 -7.62200 0.64413
C 3.01424 -7.03980 -0.04915
C 2.24373 -6.05280 0.55673
H 3.84919 -5.91928 3.56601
H 5.19610 -7.67166 2.47656
H 4.66632 -8.39778 0.17090
H 2.78849 -7.35887 -1.06136
H 1.42053 -5.60953 0.00679
*
```

***

Formula: C42H44F5N4NiS
Source: OMol25
Level of theory: wB97M-V/def2-TZVPD

Gap between HOMO and LUMO in eV: 5.12
Energy relative to the best compared isomer or geometry (same formula, charge and spin) in eV: 0.337

Structure (ORCA input):
```
! RIJCOSX wB97M-V def2-TZVPD def2/J DEFGRID3
* xyz -1 1
Ni 0.51390 0.07090 0.27790
C 0.01420 -5.85410 2.64720
C -0.60810 -5.37940 1.32970
C 0.08630 -4.18550 0.76240
C 1.07170 -4.16380 -0.17470
C 1.65400 -5.31590 -0.92210
C 1.00790 -5.41880 -2.30680
C 1.39560 -2.77110 -0.40730
N 0.61970 -1.98380 0.37550
C -0.17430 -2.80260 1.10880
C -1.10500 -2.37990 2.04500
C -1.37900 -1.06430 2.39250
C -2.38920 -0.66930 3.35100
C -3.13820 -1.62820 4.21640
C -2.21170 -2.14460 5.32170
C -2.41410 0.69300 3.34640
C -1.39680 1.12290 2.40540
C -1.11630 2.44630 2.08180
C -0.17010 2.89750 1.16700
N 0.69950 2.11180 0.48540
C 1.44560 2.92160 -0.30640
C 2.43730 2.49640 -1.18050
C 2.76430 1.17740 -1.46900
N 2.11700 0.08330 -0.99720
C 2.72440 -1.00520 -1.53010
C 2.38030 -2.32640 -1.27770
C 3.82210 -0.59380 -2.38100
C 3.84810 0.76830 -2.34070
C 4.85610 1.69940 -2.93020
C 5.87830 2.09670 -1.86190
C 4.73860 -1.53330 -3.09650
C 5.82620 -2.07160 -2.16420
C 1.03720 4.29890 -0.12290
C 0.01900 4.28330 0.78190
C -0.80800 5.43520 1.24700
C -0.31590 6.01630 2.57600
C 1.61720 5.47530 -0.83660
C 2.90270 5.98270 -0.17850
N -0.78740 0.03550 1.86700
C -3.25700 1.59770 4.18370
C -2.54230 1.90290 5.50350
H -0.55900 -6.68330 3.06170
H 0.03050 -5.05010 3.38010
H 1.03830 -6.18930 2.48740
H -1.65960 -5.13370 1.49000
H -0.56630 -6.19810 0.60640
H 1.48440 -6.24380 -0.37000
H 2.73420 -5.18790 -1.03110
H -0.06980 -5.52730 -2.20770
H 1.39450 -6.27220 -2.86420
H 1.19440 -4.51320 -2.87960
H -1.69900 -3.14160 2.52780
H -3.49970 -2.47040 3.62040
H -4.00840 -1.14030 4.66190
H -1.34020 -2.62560 4.88330
H -2.72430 -2.85450 5.96840
H -1.85500 -1.31640 5.93010
H -1.73780 3.19920 2.54800
H 2.99390 3.26240 -1.70330
H 2.95200 -3.08240 -1.79730
H 4.37010 2.60180 -3.31190
H 5.37420 1.22230 -3.76670
H 5.37600 2.57400 -1.02360
H 6.61900 2.78440 -2.26660
H 6.39110 1.21390 -1.48520
H 5.20870 -1.02970 -3.94590
H 4.16510 -2.37550 -3.49190
H 6.43240 -1.25570 -1.77730
H 6.47790 -2.76200 -2.69750
H 5.37960 -2.59200 -1.31970
H -1.84620 5.11040 1.34750
H -0.78080 6.21860 0.48350
H -0.28890 5.24490 3.34430
H -0.97800 6.81680 2.90820
H 0.69060 6.41810 2.46110
H 0.88710 6.28790 -0.84950
H 1.82830 5.21040 -1.87480
H 2.69520 6.32780 0.83250
H 3.31950 6.81190 -0.75180
H 3.64300 5.18730 -0.11740
H -4.22100 1.12480 4.39190
H -3.45950 2.53040 3.65070
H -2.37590 0.98350 6.06190
H -3.12560 2.58420 6.12180
H -1.56950 2.34810 5.30280
F -5.10580 2.72890 0.51740
C -4.48420 1.58080 0.16250
C -3.16690 1.60980 -0.28750
F -2.55140 2.80150 -0.37960
C -2.53680 0.44460 -0.67400
F -1.23160 0.49200 -1.05680
C -3.19310 -0.80570 -0.67080
S -2.45370 -2.20880 -1.25400
C -4.52330 -0.79310 -0.19240
F -5.21830 -1.94790 -0.14830
C -5.15550 0.36300 0.21300
F -6.43930 0.32940 0.62900
*
```

***

Formula: C42H44F8O7S
Source: OMol25
Level of theory: wB97M-V/def2-TZVPD

Gap between HOMO and LUMO in eV: 8.58
Structure (SMILES): CC[C@H](F)COC[C@@](OC)(C(=O)C(F)(F)C(F)(F)C(F)(F)C(=O)O)S(=O)(=O)F.c1ccccc1.c1ccccc1.c1ccccc1.c1ccccc1.c1ccccc1

Structure (ORCA input):
```
! RIJCOSX wB97M-V def2-TZVPD def2/J DEFGRID3
* xyz 0 1
C 1.10662 5.64233 0.02862
C -0.41231 5.69905 0.26684
C -1.22475 4.89513 -0.75121
F -1.81133 5.79208 -1.66735
C -2.34659 4.03274 -0.17941
O -2.07674 2.66072 -0.47743
C -2.75255 1.74403 0.32185
C -1.80540 0.82063 1.14934
O -2.68012 -0.00958 1.80556
C -2.17274 -1.03532 2.66664
C -0.94141 -0.00688 0.13742
O -1.43517 -1.01495 -0.25704
C 0.44696 0.37133 -0.49784
F 0.52423 -0.26916 -1.67103
F 0.55710 1.68264 -0.73770
C 1.71865 -0.05141 0.29914
F 1.90112 0.77330 1.33089
F 2.76398 0.10715 -0.55117
C 1.77657 -1.51982 0.81535
F 1.04303 -2.32294 0.04638
F 1.23446 -1.52667 2.05907
C 3.23702 -2.02785 0.85876
O 3.62576 -2.85523 0.10700
O 3.94587 -1.44150 1.85407
S -0.94577 1.92485 2.33562
O -0.00315 2.76051 1.68239
O -1.93021 2.43435 3.22134
F -0.11066 0.87032 3.15280
H 1.33319 5.40601 -1.01465
H 1.57780 4.88990 0.66697
H 1.57370 6.60121 0.26755
H -0.63427 5.32059 1.26639
H -0.75192 6.73623 0.20019
H -0.56691 4.24458 -1.33686
H -3.27375 4.32813 -0.68353
H -2.46679 4.17132 0.90031
H -3.43694 2.20990 1.03816
H -3.33371 1.04126 -0.28799
H -2.87503 -1.86533 2.60761
H -1.18155 -1.37066 2.35850
H -2.12990 -0.66667 3.69533
H 4.64988 -0.88264 1.49109
C -1.37374 -6.15379 5.06074
C -0.95186 -6.29831 3.74597
C -0.41904 -5.21265 3.06480
C -0.30833 -3.98252 3.69880
C -0.73521 -3.83656 5.01224
C -1.26745 -4.92261 5.69368
H -1.78498 -7.00208 5.59303
H -1.03453 -7.25797 3.25162
H -0.08865 -5.32645 2.03951
H 0.11118 -3.14027 3.16808
H -0.64939 -2.87661 5.50667
H -1.59738 -4.81023 6.71856
C 3.29600 -0.83869 -6.43430
C 3.35689 -1.22289 -5.10133
C 2.62829 -0.52917 -4.14534
C 1.83820 0.55020 -4.51890
C 1.77757 0.93245 -5.85147
C 2.50596 0.23906 -6.80882
H 3.86201 -1.38110 -7.18094
H 3.97124 -2.06457 -4.80721
H 2.67584 -0.83342 -3.10718
H 1.27136 1.09313 -3.77399
H 1.16526 1.77600 -6.14396
H 2.45824 0.53989 -7.84770
C -5.46790 6.17693 -0.69394
C -6.04344 5.29988 -1.60325
C -7.37124 4.92191 -1.45744
C -8.12229 5.42020 -0.40157
C -7.54568 6.29481 0.50929
C -6.21811 6.67353 0.36331
H -4.43316 6.47492 -0.81315
H -5.45604 4.91320 -2.42696
H -7.82148 4.24031 -2.16782
H -9.15834 5.12731 -0.28899
H -8.13141 6.68135 1.33355
H -5.76784 7.35541 1.07346
C 4.86981 2.49491 -3.46362
C 3.92813 2.44056 -2.44500
C 3.46411 3.61189 -1.86377
C 3.94367 4.84024 -2.29888
C 4.88694 4.89495 -3.31577
C 5.34952 3.72235 -3.89859
H 5.22009 1.57968 -3.92462
H 3.55415 1.48588 -2.10716
H 2.72969 3.56589 -1.06893
H 3.58257 5.75520 -1.84591
H 5.26118 5.85240 -3.65537
H 6.08208 3.76602 -4.69449
C 0.99442 -11.03319 2.83189
C 1.41496 -11.17402 1.51643
C 1.94151 -10.08519 0.83529
C 2.04739 -8.85470 1.46929
C 1.62508 -8.71349 2.78408
C 1.09877 -9.80247 3.46543
H 0.58623 -11.88325 3.36363
H 1.33168 -12.13317 1.02149
H 2.26969 -10.19554 -0.19036
H 2.45901 -8.00543 0.93870
H 1.70280 -7.75310 3.27816
H 0.76981 -9.69073 4.49109
*
```

***

Formula: C42H44N6NaO2S4SbSi
Source: OMol25
Level of theory: wB97M-V/def2-TZVPD

Gap between HOMO and LUMO in eV: 6.19
Energy relative to the best compared isomer or geometry (same formula, charge and spin) in eV: 1.589

Structure (ORCA input):
```
! RIJCOSX wB97M-V def2-TZVPD def2/J DEFGRID3
* xyz -2 1
Na -2.41437 -1.68926 0.13384
N -7.05736 -1.14464 1.15196
C -5.80286 -1.85219 1.20050
S -5.38752 -2.85506 -0.05552
N -5.15194 -1.62308 2.33222
N -3.93431 -2.27123 2.27215
C -3.44615 -2.76908 3.34600
C -2.08431 -3.34142 3.45854
C -1.30618 -3.03095 4.53867
C 0.05260 -3.31181 4.50976
C 0.60605 -4.01443 3.42101
C -0.33532 -4.40260 2.47222
N -1.60471 -4.11228 2.43278
H -7.24935 -1.11118 0.15029
H -6.90723 -0.21627 1.49681
H -4.00882 -2.65604 4.27004
H -1.79096 -2.61476 5.39337
H 0.66678 -2.98460 5.35106
H 1.73097 -4.13242 3.22346
H 0.04450 -4.89445 1.55093
C -0.90296 2.69069 -5.44003
Si -0.78909 1.00381 -4.48486
C 1.08845 0.68748 -4.42149
C -1.62065 -0.21910 -5.60009
C -1.51896 1.35161 -2.84128
C -2.02966 2.59550 -2.50724
C -2.53354 2.87710 -1.19670
C -2.63777 1.82550 -0.33763
N -2.16176 0.59471 -0.62824
C -1.61849 0.32903 -1.84549
S -1.12213 -1.26383 -2.29363
H -0.80668 2.62648 -6.54096
H -0.10116 3.35686 -4.99999
H -1.83527 3.20765 -5.35386
H 1.29358 -0.15981 -3.75739
H 1.42649 1.66093 -3.98828
H 1.29096 0.52878 -5.44612
H -1.32465 0.09372 -6.60634
H -2.72936 -0.30481 -5.51826
H -1.19200 -1.22937 -5.50713
H -1.92929 3.45691 -3.13675
H -2.80963 3.90658 -0.86250
H -3.20560 1.89379 0.64543
C -4.10154 -3.01112 -3.97899
C -2.95479 -3.89616 -3.46965
C -2.87771 -4.22000 -2.14639
C -1.75749 -4.75533 -1.56647
C -0.63607 -5.02204 -2.39744
C -0.70593 -4.74135 -3.77544
C -1.87842 -4.26947 -4.30249
S 0.88080 -5.72104 -1.78843
C 1.55016 -4.16528 -1.13276
O 1.81145 -6.04945 -2.87497
H -4.23753 -3.20056 -5.03397
H -3.83838 -2.01277 -3.70772
H -5.04804 -3.22761 -3.53698
H -3.69182 -3.95136 -1.47366
H -1.78907 -4.85481 -0.49523
H 0.10024 -4.98386 -4.41943
H -2.01151 -3.93617 -5.37839
H 1.69447 -3.38905 -1.86116
H 2.50919 -4.37166 -0.67042
H 0.95720 -3.74960 -0.29220
O 1.32859 0.35127 0.94512
C 0.49071 -0.53701 1.17889
N -0.26969 -1.40355 1.29296
S 0.81902 0.58546 4.19340
Sb 1.85241 1.84538 2.64605
C 3.85461 1.27448 1.95729
C 4.94721 1.40395 2.85704
C 6.21215 0.82942 2.68932
C 6.54023 0.20090 1.46586
C 5.51325 0.16330 0.53574
C 4.19167 0.56685 0.78025
C 1.01198 3.27754 1.29575
C 0.78786 3.14228 -0.05860
C 0.38325 4.22503 -0.83881
C 0.23503 5.48907 -0.24966
C 0.38381 5.64716 1.13994
C 0.72296 4.50765 1.86704
C 2.69222 3.47519 3.73331
C 2.57711 3.43120 5.13230
C 3.37471 4.24545 5.88426
C 4.30552 5.08449 5.27666
C 4.38232 5.15925 3.90842
C 3.52686 4.41559 3.12116
H 4.82210 1.99564 3.76868
H 6.86305 0.83422 3.57993
H 7.52873 -0.20404 1.30014
H 5.73554 -0.19037 -0.43636
H 3.32544 0.33052 0.15476
H 1.06511 2.18216 -0.49094
H 0.26772 4.02263 -1.88584
H -0.17788 6.34909 -0.86771
H 0.27387 6.61668 1.60297
H 0.94481 4.72993 2.91943
H 1.87431 2.68563 5.53057
H 3.22237 4.21046 6.96198
H 4.94322 5.76009 5.91294
H 5.04400 5.87425 3.45557
H 3.57831 4.46899 2.06110
*
```

***

Number 1: LUMO energy -1.31 eV. Number 2: LUMO energy 1.66 eV. Number 3: LUMO energy -0.53 eV. Number 4: LUMO energy 3.73 eV.